No. 1
The following is a quantum chemistry calculation of a molecular structure, C19H30N6O6S2SiW at a distorted geometry, from the OMol25 dataset.

Geometry (Å):
1 W -0.022766 -0.327896 -0.286701
2 O -1.422713 0.465165 0.627823
3 N -0.373079 -1.286679 1.933353
4 C -0.613227 -0.791543 3.154875
5 C -1.376643 -1.456498 4.090338
6 C -1.911379 -2.707478 3.767186
7 C -1.653072 -3.246118 2.529670
8 C -0.890498 -2.501743 1.619396
9 S -0.564915 -2.991406 0.010636
10 H -0.202296 0.192310 3.348626
11 H -1.561468 -1.010777 5.051226
12 H -2.537517 -3.229836 4.472277
13 H -2.042161 -4.197088 2.209962
14 C 0.804999 3.529351 0.979618
15 C 1.606288 2.340353 1.397331
16 C 2.643797 2.496089 2.302672
17 C 3.414385 1.395666 2.665284
18 C 3.174673 0.178091 2.077741
19 C 2.133402 0.068561 1.132618
20 N 1.323520 1.137947 0.860016
21 N 1.798568 -1.014732 0.417215
22 Si 3.016001 -2.123190 -0.200211
23 C 2.457129 -3.331004 -1.566126
24 C 3.692737 -3.260691 1.188616
25 C 4.377349 -0.983866 -0.921090
26 H 1.443831 4.408429 0.946717
27 H 0.014270 3.703460 1.707543
28 H 0.347264 3.368384 0.004944
29 H 2.856941 3.471552 2.704097
30 H 4.208705 1.506250 3.387897
31 H 3.762564 -0.688824 2.317660
32 H 1.520185 -3.828013 -1.335724
33 H 3.209832 -4.103371 -1.691898
34 H 2.336377 -2.828153 -2.520294
35 H 2.903324 -3.857894 1.636639
36 H 4.197591 -2.733915 1.990583
37 H 4.411800 -3.945405 0.752559
38 H 3.915001 -0.199165 -1.518550
39 H 5.051697 -1.539730 -1.563505
40 H 4.970091 -0.505934 -0.146551
41 N -1.694700 -0.759024 -1.555147
42 N -1.170109 -1.070323 -2.857299
43 C 0.195652 -0.982487 -3.029527
44 O 0.702780 -0.995813 -4.126324
45 O 0.841552 -0.963813 -1.877143
46 H -2.417182 -1.468483 -1.357230
47 H -2.152181 0.869832 -1.625051
48 H -1.751166 -0.815494 -3.651065
49 O -1.482224 2.078563 2.505751
50 S -2.113529 1.882826 1.203478
51 C -3.133551 3.696797 1.012437
52 C -4.563605 3.261808 1.061348
53 C -4.674004 2.092961 2.047456
54 C -3.712246 1.031323 1.578873
55 H -2.784061 4.060394 0.059409
56 H -2.799601 4.292010 1.849268
57 H -4.885299 2.923170 0.076568
58 H -5.213305 4.083198 1.378797
59 H -5.698918 1.720938 2.102553
60 H -4.377401 2.427351 3.041086
61 H -4.029796 0.560754 0.652081
62 H -3.474529 0.285469 2.329619
63 O -2.118708 1.875293 -1.524126
64 N -0.805345 2.284688 -1.405798
65 O 0.039250 1.263254 -1.476229

Forces on atoms 1 to 6 (eV/Å):
0.10 -1.66 1.72
-0.45 -0.01 -0.21
-0.64 -1.08 -0.10
0.17 0.28 -0.16
0.07 -0.17 -0.07
0.16 0.25 -0.15

Output
Spin multiplicity: 3
LUMO energy (spin up / spin down) (eV): -1.6 / -1.7
⟨S²⟩: 2.02
Orbital gap (spin up / spin down) (eV): 5.91 / 6.25
ΔE to the lowest compared entry with this formula, charge and spin (kcal per mole): 35.1
Strongest force on any atom (eV/A): 2.4

---

No. 2
The following is a quantum chemistry calculation of a molecular structure, C19H31AuNP2Se2, from the OMol25 dataset.

Geometry (Å):
1 Au -0.018278 0.131629 0.057788
2 C 1.950639 -2.746334 -0.090618
3 P 0.846093 -1.838190 1.002919
4 C -0.481625 -2.956014 1.483434
5 C 1.759852 -1.385394 2.476276
6 C 2.598998 -2.293802 3.112724
7 C 3.221731 -1.933004 4.301020
8 C 3.000611 -0.678900 4.856744
9 C 2.160245 0.229916 4.225579
10 C 1.542706 -0.124200 3.029778
11 P 0.426439 1.013413 2.204145
12 C -1.078083 1.177943 3.177121
13 C 1.217731 2.624855 2.136237
14 H 2.207750 -3.699367 0.377247
15 H 2.863560 -2.173211 -0.248839
16 H 1.478961 -2.963095 -1.049472
17 H -0.040627 -3.797672 2.023034
18 H -1.005205 -3.336506 0.607394
19 H -1.190976 -2.453753 2.139730
20 H 2.779571 -3.277984 2.698041
21 H 3.882451 -2.634387 4.792882
22 H 3.486638 -0.403332 5.783121
23 H 2.003657 1.202908 4.675046
24 H -0.806158 1.484042 4.190314
25 H -1.608538 0.228035 3.228282
26 H -1.728015 1.942984 2.752645
27 H 1.378695 2.969738 3.160418
28 H 0.586070 3.352333 1.627232
29 H 2.178758 2.543445 1.633356
30 C -3.106368 1.860958 -0.302389
31 Se -1.242501 2.215298 -0.737768
32 C -1.280049 1.829215 -2.652455
33 C -1.752473 0.437456 -2.969971
34 Se -0.539634 -0.904725 -2.206623
35 C -1.838348 -2.333426 -1.966753
36 H -3.711842 2.528486 -0.912399
37 H -3.243566 2.114770 0.745195
38 H -3.367141 0.821608 -0.476101
39 H -0.263868 2.021474 -2.996547
40 H -1.937083 2.580164 -3.093843
41 H -1.724853 0.269770 -4.047735
42 H -2.756509 0.223240 -2.609131
43 H -2.612293 -2.037731 -1.264969
44 H -1.304847 -3.217038 -1.626117
45 H -2.261189 -2.540088 -2.948257
46 C 4.351094 2.137466 -2.422289
47 C 4.013107 0.795651 -2.518241
48 C 2.819511 0.371025 -1.962748
49 N 1.972061 1.188055 -1.324123
50 C 2.307332 2.482982 -1.247061
51 C 3.474599 2.999563 -1.779044
52 H 5.274646 2.506217 -2.848367
53 H 4.657880 0.089556 -3.023077
54 H 2.519891 -0.667609 -2.054275
55 H 1.604336 3.139219 -0.744825
56 H 3.686977 4.056219 -1.692365

Forces on atoms 1 to 6 (eV/Å):
-0.03 0.06 0.01
0.04 0.02 -0.02
0.05 -0.13 -0.09
-0.02 -0.01 0.00
-0.06 0.03 0.02
0.03 -0.03 0.02

Output
LUMO energy (eV): -10.6
Orbital gap (eV): 7.37
ΔE to the lowest compared entry with this formula, charge and spin (kcal per mole): 0.3
Strongest force on any atom (eV/A): 0.2
Net charge: +3

---

No. 3
The following is a quantum chemistry calculation of 5 unconnected molecules or ions with the total composition C19H31Cl2NO12PS, from the OMol25 dataset.

Geometry (Å):
1 C 9.106218 -1.126442 -3.656147
2 C 8.685703 -1.667566 -2.278311
3 Cl 9.385058 -0.671715 -0.962605
4 C 7.165539 -1.771088 -2.193459
5 Cl 6.773282 -2.668038 -0.556658
6 N 6.502590 -0.601291 -2.435799
7 P 4.925337 -0.431477 -2.393538
8 S 3.879822 0.199163 -0.848314
9 H 9.907684 -1.732473 -4.096647
10 H 9.465733 -0.095888 -3.578725
11 H 8.245004 -1.122660 -4.331826
12 H 9.111069 -2.659721 -2.110940
13 H 6.912233 -2.607039 -2.883311
14 H 4.349747 -1.633816 -2.884035
15 H 4.667094 0.416295 -3.480737
16 C -0.528162 2.809799 0.253889
17 C -0.776240 1.382202 -0.168870
18 C -0.392232 0.305201 0.821601
19 O -0.146409 -0.816631 -0.028410
20 C 0.244539 -0.342323 -1.240871
21 O 0.681764 -1.015176 -2.111932
22 O 0.039668 0.991997 -1.297189
23 H 0.332930 2.883451 0.916923
24 H -0.345758 3.439246 -0.615768
25 H -1.405995 3.186390 0.779202
26 H -1.814283 1.249887 -0.474113
27 H -1.171189 0.050962 1.537252
28 H 0.536798 0.566636 1.334527
29 C -1.887581 0.725997 6.452454
30 C -1.709704 1.384897 5.110996
31 C -0.316373 1.368679 4.511989
32 O -0.319123 2.558836 3.706094
33 C -1.197024 3.429204 4.259707
34 O -1.291546 4.576319 3.959089
35 O -1.932142 2.814843 5.207941
36 H -0.990108 0.821028 7.066531
37 H -2.718271 1.191769 6.981541
38 H -2.115596 -0.326610 6.309282
39 H -2.425944 0.993672 4.386816
40 H -0.099081 0.504373 3.895201
41 H 0.448809 1.478724 5.284454
42 C -2.449223 -3.725296 -0.620786
43 C -2.630758 -3.878196 0.867315
44 C -4.025846 -4.171984 1.389281
45 O -3.994384 -3.575989 2.695589
46 C -3.088385 -2.571539 2.663322
47 O -2.948201 -1.759568 3.524744
48 O -2.378676 -2.621582 1.530935
49 H -3.338154 -3.298779 -1.087861
50 H -1.602379 -3.067025 -0.815246
51 H -2.240183 -4.692803 -1.075662
52 H -1.919215 -4.600716 1.275996
53 H -4.271673 -5.225813 1.479278
54 H -4.781556 -3.655454 0.792561
55 C -2.947437 3.147821 -4.349340
56 C -3.232580 2.106967 -3.298559
57 C -4.601010 1.448050 -3.322753
58 O -4.800160 1.104135 -1.945993
59 C -4.075635 1.968192 -1.194631
60 O -4.107773 2.041277 -0.008808
61 O -3.263957 2.702992 -1.982616
62 H -3.848943 3.697232 -4.624110
63 H -2.212596 3.855428 -3.969333
64 H -2.535044 2.676622 -5.240536
65 H -2.450533 1.342639 -3.280538
66 H -4.666530 0.550547 -3.930750
67 H -5.373028 2.163226 -3.618782

Forces on atoms 1 to 6 (eV/Å):
0.07 0.07 -0.02
0.19 -0.16 -0.25
0.06 0.16 0.05
-0.23 -0.11 -0.68
0.00 -0.06 0.25
0.77 0.03 0.52

Output
LUMO energy (eV): 1.9
Orbital gap (eV): 6.19
Strongest force on any atom (eV/A): 0.9
Net charge: -1

---

No. 4
The following is a quantum chemistry calculation of a molecular structure, C19H31ClN2OOs at a distorted geometry, from the OMol25 dataset.

Geometry (Å):
1 C 0.170838 0.662548 -6.896507
2 C 1.501819 1.108589 -6.473299
3 C -0.089583 -0.773630 -6.928904
4 C -0.953459 1.553405 -6.597935
5 Cl 0.024396 0.928240 -2.370423
6 H -0.131783 -1.188944 -7.951187
7 H -1.058522 -0.976436 -6.435608
8 H 0.707467 -1.299536 -6.372140
9 H 2.134916 1.469740 -7.303691
10 H 2.022316 0.274237 -5.970289
11 H 1.394798 1.927935 -5.739690
12 H -1.346645 2.087731 -7.481484
13 H -0.636778 2.307112 -5.853935
14 H -1.777546 0.965907 -6.152972
15 C 0.986030 -1.457312 0.812884
16 C 0.782265 -2.468407 -0.164849
17 C 1.474590 -2.057671 -1.342439
18 H 0.148488 -3.323273 -0.049146
19 C 2.052156 -0.799471 -1.100309
20 C 1.747015 -0.414824 0.239343
21 H 1.949149 0.527774 0.729796
22 H 0.534000 -1.414080 1.796525
23 H 1.567869 -2.623107 -2.260678
24 H 2.729867 -0.270699 -1.761735
25 C -1.794577 0.760689 0.170070
26 C -1.555427 -0.487121 0.801014
27 C -2.014317 -1.533026 -0.066130
28 H -1.170717 -0.613361 1.806464
29 C -2.636402 -0.889975 -1.205212
30 C -2.525412 0.504207 -1.048980
31 H -2.958654 1.261221 -1.700314
32 H -1.504315 1.706810 0.607829
33 H -1.987710 -2.581534 0.181220
34 H -3.137442 -1.403616 -2.016268
35 Os -0.005390 -0.663608 -0.779478
36 C -1.569481 2.032754 3.846498
37 N -0.724143 1.089466 4.548316
38 C -1.012091 0.938904 5.961638
39 C 0.535521 0.857358 4.002155
40 O 0.908366 1.411640 2.969877
41 N 1.313199 -0.074200 4.691820
42 C 0.747125 -1.279301 5.271385
43 C 2.725946 -0.118526 4.381760
44 H -1.575553 3.004994 4.368823
45 H -2.598459 1.643098 3.819243
46 H -1.190865 2.164984 2.830011
47 H -1.640860 0.058572 6.144012
48 H -0.092681 0.843493 6.546379
49 H -1.567376 1.819258 6.300487
50 H 1.395547 -2.126538 5.011371
51 H 0.698566 -1.205464 6.367091
52 H -0.262488 -1.481376 4.887740
53 H 3.025160 -1.150075 4.145318
54 H 2.931102 0.541727 3.532335
55 H 3.310172 0.222735 5.252203

Forces on atoms 1 to 6 (eV/Å):
0.02 0.16 0.54
0.91 0.31 0.28
-0.21 -1.08 -0.07
-0.83 0.64 0.20
0.17 0.62 -1.07
-0.01 -0.07 0.32

Output
Spin multiplicity: 5
LUMO energy (spin up / spin down) (eV): -5.7 / -10.8
⟨S²⟩: 6.04
Orbital gap (spin up / spin down) (eV): 4.48 / 4.14
ΔE to the lowest compared entry with this formula, charge and spin (kcal per mole): 7.5
Strongest force on any atom (eV/A): 6.5
Net charge: +2

---

No. 5
The following is a quantum chemistry calculation of a gas-phase ion, C19H31ClN3O3S (charge +1) at a distorted geometry, from the OMol25 dataset.

Geometry (Å):
1 C 3.652056 0.475642 1.969251
2 C 4.159855 -0.493333 3.036640
3 N 3.320233 -1.680471 3.116130
4 C 4.032134 -2.894759 3.487155
5 C 4.732730 -2.870314 4.847441
6 C 2.072643 -1.484704 3.841512
7 C 0.920753 -2.113299 3.038574
8 N 1.070829 -1.713882 1.658099
9 C 0.172757 -0.978660 0.999427
10 O -0.951622 -0.714594 1.386517
11 C 0.604279 -0.491175 -0.362645
12 C 1.453657 -1.178630 -1.228833
13 C 1.687141 -0.708342 -2.508189
14 C 1.065936 0.454667 -2.966668
15 Cl 1.326812 1.016095 -4.561821
16 C 0.227784 1.136826 -2.091542
17 S -0.691148 2.607032 -2.500935
18 O -0.695679 3.526337 -1.423106
19 O -0.628205 3.050077 -3.842706
20 N -2.440548 1.862554 -2.395255
21 C -3.416285 2.971315 -2.449341
22 C -4.600015 2.696864 -1.527365
23 C -5.544446 1.608892 -2.035925
24 C -4.869074 0.280912 -2.384192
25 C -4.022364 0.365278 -3.657790
26 C -2.578297 0.823874 -3.427388
27 C 0.007360 0.679969 -0.806051
28 H 2.637295 0.804933 2.181493
29 H 3.667520 0.005842 0.987162
30 H 4.293812 1.351866 1.939381
31 H 4.225494 0.031083 4.000646
32 H 5.166229 -0.813470 2.760940
33 H 4.774121 -3.087618 2.706225
34 H 3.308731 -3.713680 3.467438
35 H 5.505786 -2.106687 4.872745
36 H 4.026664 -2.672784 5.650516
37 H 5.196942 -3.834662 5.033088
38 H 2.092016 -1.922554 4.845399
39 H 1.882967 -0.415230 3.947198
40 H 0.968188 -3.204357 3.094757
41 H -0.050801 -1.778023 3.402177
42 H 2.046500 -1.735019 1.378657
43 H 1.920434 -2.098881 -0.912049
44 H 2.343614 -1.242055 -3.176693
45 H -2.523977 1.437293 -1.466970
46 H -3.729900 3.118097 -3.482553
47 H -2.893533 3.872218 -2.117004
48 H -5.165226 3.622236 -1.413915
49 H -4.221269 2.430195 -0.536879
50 H -6.294149 1.429570 -1.264868
51 H -6.071965 1.973091 -2.919047
52 H -5.658766 -0.451327 -2.554149
53 H -4.274934 -0.085968 -1.544263
54 H -3.968365 -0.616565 -4.128200
55 H -4.521073 1.027893 -4.365280
56 H -1.964166 -0.025228 -3.116844
57 H -2.162291 1.232262 -4.351928
58 H -0.625175 1.233359 -0.128173

Forces on atoms 1 to 6 (eV/Å):
0.21 -0.10 0.29
-0.11 0.19 -0.22
0.07 0.05 0.03
0.17 -0.11 0.16
-0.19 0.05 -0.26
-0.22 -0.16 -0.24

Output
LUMO energy (eV): -3.5
Orbital gap (eV): 7.33
ΔE to the lowest compared entry with this formula, charge and spin (kcal per mole): 28.6
Strongest force on any atom (eV/A): 1.1
Net charge: +1

---

No. 6
The following is a quantum chemistry calculation of a molecular structure, C19H31GeN3O6PtS3Se at a distorted geometry, from the OMol25 dataset.

Geometry (Å):
1 Pt -0.405002 -1.611698 -1.705612
2 C -2.583188 1.562696 1.799687
3 C -1.169580 1.863815 1.333206
4 C -1.144145 3.048209 0.384611
5 C -0.226878 2.066345 2.503609
6 O -0.779046 0.661006 0.583094
7 Ge 0.690446 -0.155788 0.218415
8 O 1.142000 -1.542770 1.136898
9 C 1.695464 -1.765702 2.483654
10 C 0.521723 -1.909947 3.434018
11 C 2.605999 -0.615403 2.864656
12 C 2.475547 -3.062169 2.354548
13 O 1.735308 0.515409 -0.974678
14 C 2.996386 1.280581 -0.886073
15 C 4.123858 0.265748 -0.940397
16 C 3.022590 2.084191 0.399684
17 C 2.975455 2.173519 -2.111247
18 H -2.940152 2.360329 2.451775
19 H -2.607983 0.623139 2.351254
20 H -3.258358 1.486012 0.946700
21 H -1.497571 3.941789 0.900721
22 H -1.798059 2.868087 -0.467706
23 H -0.136951 3.246094 0.017707
24 H -0.537932 2.930637 3.090862
25 H 0.790252 2.262827 2.152655
26 H -0.226140 1.195750 3.159634
27 H -0.037050 -0.976531 3.514494
28 H 0.874445 -2.182905 4.429215
29 H -0.152508 -2.690486 3.083268
30 H 2.049907 0.322453 2.939449
31 H 3.413475 -0.509623 2.137661
32 H 3.058761 -0.800702 3.838885
33 H 1.816059 -3.873238 2.043787
34 H 2.919583 -3.327638 3.314034
35 H 3.272701 -2.956059 1.617834
36 H 4.046881 -0.437725 -0.107798
37 H 5.087216 0.772343 -0.869811
38 H 4.086056 -0.289970 -1.876182
39 H 3.022753 1.427010 1.274592
40 H 2.172657 2.764757 0.452925
41 H 3.930340 2.685856 0.450317
42 H 2.907522 1.565437 -3.012870
43 H 3.892313 2.762394 -2.156770
44 H 2.127253 2.858416 -2.071458
45 O 1.379317 -3.046398 -4.518856
46 S 1.681894 -2.009639 -3.595132
47 O 0.468082 -1.043299 -3.391886
48 O 2.881362 -1.254438 -3.730040
49 S 1.517779 -2.797092 -1.637410
50 Se -1.454341 1.233406 -2.973550
51 N -1.966073 -0.280163 -2.138438
52 C -3.288525 -0.377366 -2.201843
53 C -4.095227 -1.428438 -1.678158
54 C -5.439448 -1.335383 -1.824545
55 C -6.069997 -0.223956 -2.479020
56 C -5.341793 0.796380 -2.982940
57 C -3.917699 0.748129 -2.854598
58 N -3.109038 1.689626 -3.306360
59 H -3.636051 -2.268983 -1.181054
60 H -6.067295 -2.125685 -1.434724
61 H -7.147686 -0.216441 -2.565843
62 H -5.789415 1.644043 -3.482010
63 S -1.671844 -4.685117 1.355466
64 C -1.491366 -3.436624 0.410735
65 N -1.395044 -2.469052 -0.273040

Forces on atoms 1 to 6 (eV/Å):
-0.05 -0.38 0.17
0.00 0.00 0.03
0.02 -0.04 -0.04
-0.01 0.01 0.04
0.02 0.03 -0.01
0.10 0.00 0.07

Output
Spin multiplicity: 2
LUMO energy (spin up / spin down) (eV): -4.3 / -7.0
⟨S²⟩: 0.76
Orbital gap (spin up / spin down) (eV): 7.36 / 4.35
ΔE to the lowest compared entry with this formula, charge and spin (kcal per mole): 0.0
Strongest force on any atom (eV/A): 1.7
Net charge: +1

---

Q: Which of these has the lowest strongest force on any atom?
A: C19H31AuNP2Se2